C35H43MnN7O5S2Sb | the ωB97M-V functional and the def2-TZVPD basis

Cartesian coordinates (Å):
O 3.66637 0.03147 2.39625
H -3.55594 -7.13334 2.49271
H 2.83302 -4.97475 3.59351
C -7.34528 -4.82609 0.05683
N -6.13160 -1.34280 -2.27508
Sb -1.87091 0.83588 -2.31146
H 3.42802 3.61538 -2.14301
C -7.53708 -1.20026 -2.65698
H -7.21055 -1.38105 -4.78672
C -2.17345 -4.08991 2.72762
H 0.76442 0.69496 2.41773
H 3.19372 -1.81507 -2.63623
H -8.87318 -1.68973 -4.27833
N 0.44523 -1.16239 -2.09539
C -3.07290 -6.21071 2.19663
C -1.08739 -2.60811 1.22702
C 0.05020 1.86917 -2.26122
H -0.41046 0.40624 3.70309
H 3.11725 2.58669 0.58882
H -4.26752 2.84747 1.82678
H 4.09683 1.68373 -0.56036
H -0.41147 3.08689 -3.96368
H 5.02973 -4.55943 2.61664
H -7.62145 -2.90949 -3.99098
C -1.46493 -2.09885 -3.17966
C 2.57253 -2.33037 -1.90051
H -5.48695 -0.77106 -2.79310
C 2.96246 -2.01568 3.38499
C -1.81927 -3.89326 1.40720
C -2.09093 1.22094 -0.17592
N 0.93495 1.53227 -1.30829
C -3.23775 1.90271 0.19200
C -5.58816 -1.82848 -1.14537
C 2.45841 3.13766 -2.19828
C 4.26376 -3.80034 2.47432
H 1.80698 4.22819 -3.92392
H 2.70768 -1.82100 -0.94708
H 4.36099 -3.39656 1.46363
C -2.72333 -6.01796 0.86057
H -1.81380 -4.67742 -0.58353
C 1.55721 3.47727 -3.18454
C 3.08621 1.80337 -0.17125
H 1.11565 -4.27572 -3.14327
H 2.92701 -3.35627 -1.81302
H 2.80068 0.88538 0.32527
C 2.93413 -0.92722 2.28617
H -2.94806 -6.79472 0.13924
S -1.58996 -2.66375 3.62042
H -4.01046 2.08704 -0.54257
H -8.16596 -1.63326 -1.88929
H -3.07005 -5.38454 4.19479
H -5.78893 -2.91246 0.48333
H 4.46193 -3.09514 4.50722
S -4.01482 -1.36557 -0.70732
C -2.36891 2.04277 2.40867
O -0.63928 -2.26444 0.10072
H -7.34893 -4.64252 1.13393
C -7.82606 -1.83826 -4.00933
H -7.37356 -3.73050 -1.78801
H -6.44157 -5.37781 -0.19721
C -0.77086 -3.27745 -3.39746
C -7.41522 -3.52276 -0.71791
C 0.32642 2.83739 -3.21196
C 0.54450 -3.37168 -2.97615
H -8.36272 -3.02837 -0.49564
C 2.12123 2.16218 -1.26265
C -0.09956 1.11212 2.93101
H 1.65143 -2.73816 2.07544
N 2.04286 -3.12232 2.95517
H -7.76684 -0.13441 -2.70075
O -0.53457 -3.09950 4.52566
N -0.91477 -1.90776 2.34259
H 0.20701 2.03841 3.41604
C -2.09629 -4.84947 0.44766
N -1.10934 0.96773 0.70304
C 4.33512 -2.67240 3.50890
C -3.38172 2.31275 1.50790
H -1.24765 -4.11358 -3.89495
H 5.12979 -1.95217 3.33334
H 2.44828 -4.90621 1.86571
C -0.82419 -1.06728 -2.51335
O 2.07362 -1.16577 1.34658
H -2.49176 -1.98332 -3.49815
H 2.62533 -1.55719 4.31117
H 1.24509 -3.26950 3.58146
C 2.85928 -4.34846 2.70395
O -2.65886 -1.91749 4.20659
C 1.13309 -2.29294 -2.33161
C -1.23239 1.37252 1.98036
N -6.28762 -2.66125 -0.35580
H -2.45013 2.34693 3.44379
H -8.21079 -5.44379 -0.18258
Mn 0.51783 -0.42170 0.12956
C -2.80781 -5.23831 3.15444

Its spin multiplicity is 6. The calculation puts the max |F| at 0.62 eV/Å. The LUMO energy (alpha / beta) comes out at -1.87 / -2.00 eV. Its total charge is +1.

---

C2H4N2S2 | the ωB97M-V functional and the def2-TZVPD basis

Cartesian coordinates (Å):
C 0.39443 -1.21686 -0.07541
S 2.04338 0.86782 -0.12319
N -1.95868 1.16011 0.73525
S 1.79894 -1.17297 -2.33400
H 0.31963 -0.80452 0.84230
N 1.29486 -0.62932 -0.82554
H -3.63772 1.41884 2.17041
H 2.49341 1.04006 -1.24864
H 0.03760 -2.01850 -0.62409
C -2.78585 1.35535 1.48292

The calculation puts the max |F| at 4.86 eV/Å. The LUMO energy comes out at 0.15 eV. As for the SMILES: C=[N+]([S-])S.C#N. For the energy relative to the best compared isomer or geometry (same formula, charge and spin), the calculation gives 96.21 kcal per mole.

---

C6H11BrClP | the ωB97M-V functional and the def2-TZVPD basis

Cartesian coordinates (Å):
H 0.95821 -2.25126 -0.11352
C -0.70406 0.17922 -0.96868
C 0.67318 -0.40938 -1.26461
H 2.09496 -0.58360 1.84410
C -0.62801 0.99077 0.38997
Cl -2.98886 2.56071 -0.57866
H 2.12618 0.83279 0.59947
C 1.43961 -1.19566 -0.24592
C 0.15556 0.21587 1.44540
H 1.39622 0.49322 -1.59590
H 0.41224 -1.02152 -2.27789
H 0.04584 1.79562 0.03133
H 2.53677 -1.42363 -0.47513
H -0.47754 -0.70033 1.83508
C 1.55980 -0.14219 0.94149
H 0.45419 0.70298 2.40252
H -1.62051 -0.53499 -0.73907
Br -4.01653 -1.70145 -0.22496
P -2.38435 1.44381 0.88883
H -1.03291 0.74903 -1.89385

The calculation puts the max |F| at 4.94 eV/Å. The LUMO energy (alpha / beta) comes out at -1.75 / -3.14 eV. For the energy relative to the best compared isomer or geometry (same formula, charge and spin), the calculation gives 17.72 kcal per mole.

---

C5H9N3 | the ωB97M-V functional and the def2-TZVPD basis

Cartesian coordinates (Å):
H 0.76891 -1.01071 -1.43957
H 0.12248 1.37207 0.10409
H 1.13380 -0.36526 1.44563
H -2.75307 0.95767 0.75847
N 4.02430 -0.68693 -0.34746
C 1.79103 0.26271 0.82420
H -3.62899 -0.21074 -0.47023
H -1.96543 -1.70835 1.02793
C -2.51245 0.20877 -0.11167
H 1.27899 1.26818 -1.18651
N -0.45284 -1.17682 0.00143
H -2.07230 0.86868 -0.94271
C 2.97991 -0.34681 0.09676
C 0.83612 0.71760 -0.38450
N 0.15447 -0.33424 -1.05682
C -1.69614 -0.94875 0.30181
H 1.99120 1.13293 1.37913

The calculation puts the max |F| at 4.08 eV/Å. The LUMO energy comes out at 0.71 eV. As for the SMILES: C/C=N\NCCC#N. For the energy relative to the best compared isomer or geometry (same formula, charge and spin), the calculation gives 73.16 kcal per mole.

---

C44H52Cl2IrN7O3S | the ωB97M-V functional and the def2-TZVPD basis

Cartesian coordinates (Å):
C 3.51936 -0.75586 -0.24450
H -2.90165 0.24928 1.34771
C 0.10993 4.31098 5.44270
H 0.81452 -2.89548 4.78152
H -6.71449 -2.72957 -2.31838
H -3.68466 -1.62139 2.71376
H -4.85295 1.61223 -3.71864
H 0.75293 -2.94091 -1.03974
C 0.50827 -0.40919 -4.55775
H 4.57369 -1.16821 2.94696
C -4.82114 -4.89917 -2.96652
H 1.88213 1.76644 -2.40348
C 1.35070 -0.78078 -2.28837
N -4.06361 -2.66060 -2.35077
C 2.15187 -0.70381 -0.00666
C 2.04530 4.27412 -0.14228
C 2.70853 -2.26178 -3.69916
H -2.84507 -1.61452 4.27231
C -7.14820 -0.72738 -2.92765
H -8.21758 -0.88101 -2.87892
C -5.26601 0.66562 -3.39041
C 0.35768 3.13733 4.74421
C -0.16866 -2.65833 4.37009
C -5.22611 -5.54070 -0.29851
C 1.06599 1.49820 -3.06868
H 1.48721 -4.02350 -2.23030
C -0.48854 -1.39253 2.28626
H -2.76033 0.73582 -3.87906
C -4.54552 -3.93388 -1.99650
N -1.71898 -0.94838 2.60802
N 1.82499 -2.00660 -2.56509
H 1.22348 1.98322 -4.03099
H -1.86866 5.86242 3.18598
H 0.67677 -3.41769 1.18540
C -0.69811 5.28656 4.88063
C 2.52548 -0.99443 2.36010
H 2.50961 -3.25309 -0.99632
H 0.80910 4.73484 1.56797
Cl -4.48599 -3.09521 0.56866
C -1.65464 3.77291 1.56320
Ir -0.50675 0.26137 -0.24064
C 4.30801 3.49255 0.09191
C -4.76826 -4.28895 -0.66729
H -2.53452 -1.03255 -3.91967
H 0.99516 2.37708 5.17597
H -0.38667 0.17330 -4.77800
H -1.38357 1.01077 1.96151
H 0.39888 -4.49383 2.55928
C 0.73413 4.64502 0.48618
C 0.77267 -3.51262 2.26358
N 0.23213 -0.77037 1.35127
C -4.91619 -1.60810 -2.66133
H -0.90414 6.20138 5.41904
H -2.76476 0.81256 3.01850
H 2.94448 3.74088 1.73003
C 1.65058 -0.85460 1.29039
H 0.23268 -1.45820 -4.48176
C -6.63842 0.50854 -3.30864
H 1.82608 -3.43925 2.53886
H -0.85347 -3.46500 4.63492
H 1.42461 4.75392 -2.14272
H -5.85228 -7.45419 -1.02059
H 3.90412 -0.61301 -1.24699
C -2.21383 0.34812 2.19828
C 4.38272 -0.95902 0.82001
H -7.29828 1.32754 -3.55511
O 0.12062 2.08236 0.50743
H 3.58177 -2.80714 -3.33865
N -0.03928 -2.50395 2.92425
C 3.08647 3.82314 0.65921
H 5.12158 3.16075 0.72261
N 1.18824 -0.38810 -1.01189
H 3.60563 4.18475 -3.14613
C 1.64045 -3.11767 -1.64464
C 4.49292 3.61235 -1.27803
H -0.51365 -1.73069 4.81955
H 0.02526 2.01861 2.95849
C -5.48500 -6.47387 -1.29067
C -2.08008 -0.06510 -2.09683
H 2.21591 -2.86319 -4.46425
N 1.06893 0.05704 -3.29200
C 3.45413 4.06432 -2.08139
O -1.64103 -1.06454 -1.42646
C 2.23048 4.38675 -1.51600
O -1.71101 1.09544 -1.66688
H 0.34175 5.57290 0.06181
H -2.14617 4.70846 1.28391
S -0.56725 3.42705 0.15801
H 3.03784 -1.32192 -4.13388
C -4.39672 -0.37461 -3.08129
C -1.01312 3.91065 2.91852
H 5.44820 -1.00372 0.64232
H -5.39069 -5.77307 0.74357
C -2.73243 -1.81534 3.20617
H 2.14731 -1.03369 3.37300
H 0.12288 1.85502 -2.64717
H -2.40670 2.98352 1.50509
C 3.88911 -1.05926 2.11740
H -2.47577 -2.85858 3.05218
C -5.28594 -6.15918 -2.62527
H -3.10462 -2.46119 -2.12983
C -1.24535 5.09053 3.62148
H 1.21376 -0.27826 -5.37900
C -2.91229 -0.19189 -3.32824
C -6.30243 -1.77275 -2.60993
Cl -4.58642 -4.51104 -4.63407
H -5.49015 -6.88067 -3.40301
C -0.20341 2.93070 3.49350
H 0.54870 4.46551 6.41881
H 5.44882 3.36330 -1.71898

The calculation puts the max |F| at 1.53 eV/Å. The LUMO energy comes out at -5.82 eV. Its total charge is +2. For the energy relative to the best compared isomer or geometry (same formula, charge and spin), the calculation gives 27.71 kcal per mole.